Entry 1:
{
  "formula": "C3H8NOP",
  "method": "ωB97M-V/def2-TZVPD",
  "total_energy_ha": -590.317496,
  "smiles": "[H]/N=P\\[H].C=CCO",
  "homo_lumo_gap_ev": 9.04,
  "max_force_ev_per_a": 6.8,
  "symbols": ["C", "C", "C", "N", "O", "P", "H", "H", "H", "H", "H", "H", "H", "H"],
  "positions_angstrom": [[1.7223, 0.9386, -0.5144], [0.7005, -1.3497, -0.0970], [0.5896, 0.1595, -0.4450], [-2.4138, 0.4874, 0.5543], [2.0636, -1.5526, 0.4012], [-3.8463, 0.3818, 0.8928], [2.6578, 0.4507, -0.3205], [-1.6614, 1.2980, 0.3614], [1.8484, 1.9472, -0.8829], [0.3680, -2.0752, -0.8235], [0.0019, -1.4414, 0.7995], [-0.3530, 0.4241, -0.8344], [2.7980, -1.4996, -0.2777], [-4.4757, 1.8313, 1.1863]]
}



Entry 2:
{
  "formula": "C3H8NOS",
  "method": "ωB97M-V/def2-TZVPD",
  "total_energy_ha": -646.972680,
  "total_charge": 1,
  "smiles": "[NH3+][C@@H](C=O)CS",
  "homo_lumo_gap_ev": 9.23,
  "max_force_ev_per_a": 4.3,
  "symbols": ["O", "C", "C", "C", "S", "N", "H", "H", "H", "H", "H", "H", "H", "H"],
  "positions_angstrom": [[0.4080, -1.1202, -2.2017], [0.9040, -0.3926, -1.4200], [0.2692, -0.3873, 0.0629], [-0.1822, 0.9651, 0.5266], [1.2638, 2.0732, 0.8288], [-0.9450, -1.3595, 0.0404], [1.6147, 0.3960, -1.5492], [1.0081, -0.8522, 0.7499], [-0.8183, 0.8013, 1.4992], [-0.8181, 1.6861, -0.1570], [0.9652, 3.0699, 1.6102], [-0.6872, -2.3353, 0.5227], [-1.2251, -1.6682, -0.9681], [-1.7571, -0.8764, 0.4554]]
}



Entry 3:
{
  "formula": "C3H8NOS",
  "method": "ωB97M-V/def2-TZVPD",
  "total_energy_ha": -646.992494,
  "total_charge": 1,
  "smiles": "[NH3+][C@H](C=O)CS",
  "homo_lumo_gap_ev": 9.58,
  "max_force_ev_per_a": 3.9,
  "symbols": ["O", "C", "C", "C", "S", "N", "H", "H", "H", "H", "H", "H", "H", "H"],
  "positions_angstrom": [[-0.3783, 1.0403, -1.9989], [0.4076, 0.8751, -1.1275], [-0.0736, 0.5615, 0.3571], [0.4863, -0.8566, 0.5229], [2.3633, -0.9425, 0.5016], [-1.5677, 0.4275, 0.3185], [1.4487, 1.1802, -1.0756], [0.2694, 1.1608, 1.1964], [0.2056, -1.3464, 1.4632], [0.2312, -1.5599, -0.2669], [2.3861, -1.4976, -0.7471], [-1.7478, -0.5387, 0.0248], [-2.0348, 0.4672, 1.2263], [-1.9959, 1.0290, -0.3947]]
}



Entry 4:
{
  "formula": "C3H8NP",
  "method": "ωB97M-V/def2-TZVPD",
  "total_energy_ha": -515.073463,
  "homo_lumo_gap_ev": 9.02,
  "max_force_ev_per_a": 5.0,
  "symbols": ["C", "C", "C", "N", "P", "H", "H", "H", "H", "H", "H", "H", "H"],
  "positions_angstrom": [[-0.1163, -0.0968, -0.1832], [0.6010, -0.2966, -2.0599], [0.4505, 1.0624, 1.8700], [0.5877, 0.6372, 0.5138], [-1.7539, -0.8038, -0.4493], [1.6719, -0.4352, -1.9349], [0.1550, -1.2747, -2.3895], [0.1332, 0.5323, -2.5467], [1.1988, 0.4601, 2.5939], [-0.4764, 1.0133, 2.3647], [0.7409, 2.1913, 1.8895], [-1.8671, -0.9746, 0.9805], [-1.3252, -2.0148, -0.6487]]
}



Entry 5:
{
  "formula": "C3H8NP",
  "method": "ωB97M-V/def2-TZVPD",
  "total_energy_ha": -515.042258,
  "homo_lumo_gap_ev": [7.55, 8.28],
  "max_force_ev_per_a": 3.9,
  "symbols": ["C", "C", "C", "N", "P", "H", "H", "H", "H", "H", "H", "H", "H"],
  "positions_angstrom": [[-1.2907, -1.1335, 1.5177], [0.8248, 1.4447, 0.0322], [0.1596, -0.5316, -1.3822], [1.0617, 0.0611, -0.3525], [0.3127, -0.8558, 1.9185], [-2.0572, -1.1809, 2.3187], [-1.5569, -1.2975, 0.3950], [1.1727, 2.1634, -0.7549], [-0.2696, 1.7565, 0.2908], [1.5104, 1.4646, 0.8767], [0.1793, -1.5030, -1.0294], [-0.8314, 0.0027, -1.5220], [0.7847, -0.3906, -2.3085]]
}



Entry 6:
{
  "formula": "C3H8NS",
  "method": "ωB97M-V/def2-TZVPD",
  "total_energy_ha": -571.991926,
  "total_charge": -1,
  "homo_lumo_gap_ev": 5.60,
  "max_force_ev_per_a": 6.4,
  "symbols": ["C", "S", "H", "H", "H", "C", "C", "N", "H", "H", "H", "H", "H"],
  "positions_angstrom": [[2.1264, 2.7875, 0.7101], [1.1325, 3.2498, -0.8318], [2.2786, 3.8078, 1.1619], [3.0828, 2.3417, 0.3015], [1.5897, 2.2387, 1.5398], [-1.6628, -2.7083, -0.0569], [-0.9729, -0.6149, -0.7357], [-1.7241, -1.3319, 0.1249], [-0.7505, -2.9288, 0.6260], [-2.5880, -3.1767, 0.3471], [-1.3876, -3.0752, -1.1484], [-0.7874, 0.4751, -0.5014], [-0.3368, -1.0649, -1.5370]]
}



Entry 7:
{
  "formula": "C3H8NS",
  "method": "ωB97M-V/def2-TZVPD",
  "total_energy_ha": -571.749092,
  "total_charge": 1,
  "homo_lumo_gap_ev": 9.10,
  "max_force_ev_per_a": 0.6,
  "symbols": ["S", "H", "H", "C", "C", "C", "N", "H", "H", "H", "H", "H", "H"],
  "positions_angstrom": [[0.9485, 1.9471, 1.9246], [-0.1187, 1.4958, 2.6004], [1.7639, 1.0487, 2.4986], [-0.6888, -1.0710, -0.7335], [-0.7442, -1.8235, 0.3475], [0.2785, 0.8811, -1.7309], [0.0438, 0.1590, -0.7127], [-1.1487, -1.2775, -1.6873], [-0.2469, -1.5196, 1.2566], [-1.2847, -2.7540, 0.3506], [0.8431, 1.7971, -1.5891], [-0.0620, 0.6163, -2.7197], [0.4160, 0.5004, 0.1948]]
}



Entry 8:
{
  "formula": "C3H8NSe",
  "method": "ωB97M-V/def2-TZVPD",
  "total_energy_ha": -2574.966405,
  "total_charge": 1,
  "smiles": "C1C[Se]C[NH2+]1",
  "homo_lumo_gap_ev": 9.35,
  "max_force_ev_per_a": 4.4,
  "symbols": ["C", "C", "C", "N", "Se", "H", "H", "H", "H", "H", "H", "H", "H"],
  "positions_angstrom": [[-0.8282, -0.6327, 0.1824], [0.5889, -1.3534, -0.0319], [0.7289, 1.3719, 0.3037], [-0.7207, 0.6856, -0.3605], [2.0236, -0.0821, 0.0890], [-1.5497, -1.3258, -0.3129], [-1.0293, -0.4437, 1.1865], [0.7556, -2.4080, 0.3969], [0.4993, -1.8433, -1.1083], [0.9837, 2.3960, -0.1382], [0.5568, 1.5753, 1.3125], [-0.4517, 0.6872, -1.3250], [-1.5572, 1.3729, -0.1943]]
}



Entry 9:
{
  "formula": "C3H8O",
  "method": "ωB97M-V/def2-TZVPD",
  "total_energy_ha": -194.262254,
  "smiles": "C=C.CO",
  "homo_lumo_gap_ev": 11.04,
  "max_force_ev_per_a": 3.0,
  "symbols": ["C", "C", "H", "H", "H", "H", "C", "O", "H", "H", "H", "H"],
  "positions_angstrom": [[2.9640, -1.6056, 2.0361], [3.5714, -0.4076, 2.1507], [1.8699, -1.5755, 2.0979], [3.5251, -2.4988, 1.8191], [2.9900, 0.4744, 2.3753], [4.6297, -0.5894, 1.9718], [-3.4406, 1.2082, -1.7673], [-2.3718, 1.1393, -2.6926], [-3.1543, 1.1025, -0.7206], [-3.9973, 2.0520, -2.0965], [-4.1764, 0.4231, -2.0435], [-2.4097, 0.2774, -3.1303]]
}



Entry 10:
{
  "formula": "C3H8O",
  "method": "ωB97M-V/def2-TZVPD",
  "total_energy_ha": -194.280476,
  "smiles": "C=C.CO",
  "homo_lumo_gap_ev": 11.03,
  "max_force_ev_per_a": 0.8,
  "symbols": ["C", "C", "H", "H", "H", "H", "C", "O", "H", "H", "H", "H"],
  "positions_angstrom": [[-3.4563, -0.5669, -1.7436], [-2.7787, -0.2871, -0.6400], [-4.4862, -0.2665, -1.8742], [-2.9472, -1.0565, -2.5636], [-3.3017, 0.1541, 0.1945], [-1.7464, -0.5798, -0.5628], [3.0779, 0.8299, 0.6888], [2.4730, -0.1292, 1.5549], [2.9157, 1.8150, 1.1096], [4.1587, 0.6500, 0.6668], [2.7234, 0.7521, -0.3322], [1.7636, -0.5804, 1.0879]]
}



> What is the formula in the eighth record?

C3H8NSe



> What is the formula in the tenth record?

C3H8O